Entry 1:
The following is a quantum chemistry calculation of C6H10FNO2 in the gas phase, from the Open Molecules 2025 dataset.

Its LUMO energy is 0.836 eV. The energy above the lowest of the compared OMol25 structures with the same formula, charge and spin comes out at 0.687 eV. For the highest occupied orbital energy, the calculation gives -9.581 eV.

Last column: natural (NBO) charge in e.
Geometry (Å):
C: 0.73748 -2.08721 -0.18591  -0.65
C: 0.89068 -0.52284 -0.19845  0.57
C: 1.55935 -0.05198 -1.44694  -0.67
F: 1.50528 -0.17761 0.94418  -0.35
N: -0.55665 0.13294 0.08454  -0.51
C: -1.14713 0.12078 1.41848  -0.25
C: -2.31224 1.14498 1.16392  -0.07
O: -2.55709 0.98345 -0.21647  -0.49
C: -1.55970 0.34635 -0.82754  0.87
O: -1.46292 0.27526 -2.03730  -0.63
H: 1.34864 -2.57800 0.52030  0.23
H: -0.23870 -2.35052 0.07952  0.22
H: 0.82375 -2.40845 -1.15980  0.22
H: 1.61311 1.11941 -1.35376  0.23
H: 1.17010 -0.40174 -2.34632  0.25
H: 2.60129 -0.43832 -1.55771  0.23
H: -0.43167 0.63235 2.14662  0.22
H: -1.38709 -0.93282 1.78129  0.19
H: -3.20774 1.12982 1.80251  0.21
H: -1.83769 2.18721 1.32894  0.18

Cartesian forces (eV/Å) of the 3 atoms listed first:
C -0.3825 2.4399 0.6467
C -3.6772 -2.0494 0.4222
C 2.0208 3.2760 1.5668

=====

Entry 2:
The following is a quantum chemistry calculation of a gas-phase ion, C6H10N (charge +1), from the Open Molecules 2025 dataset.

Its LUMO energy (alpha / beta) is -5.091 / -4.769 eV. The energy above the lowest of the compared OMol25 structures with the same formula, charge and spin comes out at 6.159 eV. As for the total charge: +1. For the highest occupied orbital energy (alpha / beta), the calculation gives -13.698 / -13.903 eV.

Last column: natural (NBO) charge in e.
Geometry (Å):
C: -2.16849 -1.01913 0.27046  0.00
C: -1.74213 0.18616 0.21084  -0.16
C: 0.21578 -0.12171 -1.41079  -0.29
C: 0.40036 -0.94023 -0.23051  0.36
C: 1.52996 -1.27630 0.57345  -0.74
C: 0.20580 1.67342 0.32362  -0.44
N: -0.32760 0.43582 -0.14466  -0.30
H: -2.82108 -1.82604 0.36240  0.24
H: -2.40193 1.16497 0.24447  0.25
H: 1.12168 0.36483 -1.67347  0.24
H: -0.30097 -0.34141 -2.43775  0.29
H: 2.37375 -0.82524 0.21173  0.25
H: 1.82968 -2.42010 0.61680  0.30
H: 1.26590 -1.11310 1.57680  0.26
H: 1.15900 1.94380 -0.19614  0.25
H: -0.53468 2.42146 0.18105  0.24
H: 0.19496 1.69282 1.52172  0.25

Cartesian forces (eV/Å) of the 3 atoms listed first:
C 1.7429 -0.2657 -0.1531
C -0.9297 2.9312 -0.8443
C -0.5645 -1.4303 -2.2349

=====

Entry 3:
The following is a quantum chemistry calculation of a gas-phase ion, C6H10N (charge +1), from the Open Molecules 2025 dataset.

Its LUMO energy is -4.802 eV. The energy above the lowest of the compared OMol25 structures with the same formula, charge and spin comes out at 1.329 eV. As for the total charge: +1. For the highest occupied orbital energy, the calculation gives -14.425 eV.

Last column: natural (NBO) charge in e.
Geometry (Å):
C: -0.83098 -1.44549 0.92674  -0.65
C: -0.49279 -0.15272 0.26881  0.04
C: -0.39915 -0.17624 -1.24801  -0.24
N: 0.93068 0.37514 -1.72842  -0.48
C: 1.52038 0.75743 -0.51331  0.29
C: 0.83025 0.69903 0.85056  -0.29
C: -0.66486 1.11400 0.91276  -0.36
H: -0.26633 -2.33973 0.69454  0.24
H: -1.80401 -1.83358 0.65423  0.25
H: -0.62181 -1.47394 1.97472  0.25
H: -0.59757 -1.23243 -1.58609  0.25
H: -1.12950 0.51093 -1.80136  0.25
H: 1.37656 0.44136 -2.61911  0.46
H: 2.52561 0.99366 -0.54810  0.22
H: 1.48826 0.50905 1.59967  0.26
H: -0.90135 1.94021 0.24943  0.24
H: -0.96339 1.31331 1.91295  0.27

Cartesian forces (eV/Å) of the 3 atoms listed first:
C 0.1327 -1.3055 -0.0548
C 1.0542 -1.1392 0.6200
C -1.4920 0.1885 -2.9595

=====

Entry 4:
The following is a quantum chemistry calculation of C6H10N2 in the gas phase, from the Open Molecules 2025 dataset.

Its LUMO energy is 1.014 eV. The energy above the lowest of the compared OMol25 structures with the same formula, charge and spin comes out at 4.927 eV. For the highest occupied orbital energy, the calculation gives -8.004 eV.

Last column: natural (NBO) charge in e.
Geometry (Å):
C: 3.24272 1.08659 -0.25013  -0.68
C: 2.29691 0.08873 -0.04029  0.40
N: 1.68505 -0.88916 0.13814  -0.29
N: 0.30776 -1.23541 0.10926  -0.32
C: 0.17723 -2.60169 0.54437  -0.39
C: -0.52847 -0.19016 -0.26571  -0.06
C: -0.79547 0.88237 0.48679  -0.15
C: -1.63590 1.96027 -0.12498  -0.65
H: 3.76268 1.35614 0.65231  0.23
H: 3.56942 1.14856 -1.28197  0.23
H: -0.88505 -2.71932 1.00546  0.20
H: 0.22195 -3.35299 -0.26001  0.19
H: 1.04447 -2.70308 1.26943  0.23
H: -1.08073 -0.15540 -1.26196  0.17
H: -0.26504 0.86613 1.46901  0.21
H: -2.38234 2.40030 0.53412  0.23
H: -2.15720 1.48170 -0.95563  0.21
H: -0.80346 2.53502 -0.52208  0.24

Cartesian forces (eV/Å) of the 3 atoms listed first:
C -2.7424 -3.2042 0.4330
C 4.3595 5.5357 -1.1379
N -3.1675 -4.0536 0.1791

=====

Entry 5:
The following is a quantum chemistry calculation of a molecular structure, C6H10N2, from the Open Molecules 2025 dataset.

Its LUMO energy is 0.498 eV. The energy above the lowest of the compared OMol25 structures with the same formula, charge and spin comes out at 5.152 eV. For the highest occupied orbital energy, the calculation gives -8.891 eV.

Last column: natural (NBO) charge in e.
Geometry (Å):
C: 2.07707 1.04864 0.30982  -0.44
C: 1.45867 -1.36427 -0.18060  -0.42
C: -0.23677 -0.01237 -0.40642  0.36
C: -2.21931 -0.62200 0.13323  -0.26
C: -2.22034 0.77766 -0.17833  -0.18
C: -0.95783 1.23101 -0.30530  -0.30
H: 1.94302 0.79181 1.36283  0.21
H: 2.95840 0.89660 -0.45933  0.26
H: 1.52914 1.98792 0.17345  0.20
H: 0.98532 -1.94276 -0.92464  0.22
H: 1.18119 -1.78488 0.89970  0.20
H: 2.69320 -1.43057 -0.12400  0.17
H: -3.30409 -1.34748 -0.20798  0.21
H: -2.37816 -0.91813 1.34540  0.27
H: -3.14347 1.33391 -0.29197  0.21
H: -0.61317 2.38978 -0.36584  0.24
N: 1.22037 0.04954 -0.60929  -0.43
N: -0.97323 -1.08442 -0.17071  -0.52

Cartesian forces (eV/Å) of the 3 atoms listed first:
C -2.0037 -1.4991 -4.2315
C 5.7260 0.1105 1.9563
C 1.8880 0.9370 0.8519

=====

Entry 6:
The following is a quantum chemistry calculation of C6H10N2 in the gas phase, from the Open Molecules 2025 dataset.

Its LUMO energy is 0.942 eV. The energy above the lowest of the compared OMol25 structures with the same formula, charge and spin comes out at 5.194 eV. For the highest occupied orbital energy, the calculation gives -8.293 eV.

Last column: natural (NBO) charge in e.
Geometry (Å):
C: 0.33481 -0.91063 0.89037  -0.17
C: 0.97751 -0.32766 1.89808  -0.42
C: 2.31759 -0.03611 -1.19965  -0.07
C: -1.16709 -0.82354 0.60301  -0.44
C: -1.44592 -0.12971 -0.68123  -0.40
C: -0.79975 1.23322 -0.93361  -0.25
N: 1.41763 0.73046 -1.19832  0.00
N: 0.42866 1.29891 -1.61514  -0.29
H: 2.04909 -0.40084 1.93404  0.19
H: 0.59524 0.29348 2.78895  0.20
H: 3.26605 -0.16029 -0.73574  0.22
H: 0.99439 -1.48665 0.10678  0.21
H: -1.64155 -1.73647 0.57020  0.22
H: -1.57186 -0.26725 1.35046  0.20
H: -1.14939 -0.86032 -1.45649  0.20
H: -2.56565 0.00531 -0.69938  0.22
H: -1.37074 1.94037 -1.59757  0.21
H: -0.66902 1.63771 -0.02476  0.19

Cartesian forces (eV/Å) of the 3 atoms listed first:
C 0.3376 -1.2297 -0.9238
C -0.2777 0.8234 1.2262
C 0.6846 -0.2835 0.1208

=====

Entry 7:
The following is a quantum chemistry calculation of a molecular structure, C6H10N2, from the Open Molecules 2025 dataset.

Its LUMO energy is 1.049 eV. The energy above the lowest of the compared OMol25 structures with the same formula, charge and spin comes out at 5.949 eV. For the highest occupied orbital energy, the calculation gives -8.742 eV.

Last column: natural (NBO) charge in e.
Geometry (Å):
C: 1.47333 -1.00500 0.15355  -0.37
C: 0.66019 -0.11272 -0.98569  -0.08
C: 0.79968 0.26533 0.95680  -0.06
C: -0.72281 0.08502 0.91638  -0.08
C: -1.21962 1.04540 -0.07648  -0.45
C: -0.91032 -0.24547 -0.95424  -0.07
H: 1.18776 -1.88731 0.41011  0.20
H: 2.45288 -0.82941 -0.13648  0.18
H: 1.29166 -0.47070 -1.82159  0.22
H: 1.97946 1.41250 -0.36057  0.35
H: 1.29187 0.72965 1.78007  0.20
H: -1.18681 0.14224 1.99348  0.20
H: -0.84908 1.98337 -0.45529  0.26
H: -2.30556 1.16683 0.06644  0.19
H: -1.54442 -0.58840 -1.78080  0.21
H: -1.96729 -1.35847 0.43835  0.34
N: 0.94533 1.15976 -0.22678  -0.64
N: -1.06435 -1.23058 0.19883  -0.61

Cartesian forces (eV/Å) of the 3 atoms listed first:
C -2.9818 8.3191 -0.5525
C 1.9653 -2.1144 -0.9867
C 1.8494 -0.8091 -1.4311

=====

Entry 8:
The following is a quantum chemistry calculation of C6H10N2 in the gas phase, from the Open Molecules 2025 dataset.

Its LUMO energy is 1.109 eV. The energy above the lowest of the compared OMol25 structures with the same formula, charge and spin comes out at 5.572 eV. For the highest occupied orbital energy, the calculation gives -8.703 eV.

Last column: natural (NBO) charge in e.
Geometry (Å):
C: 1.42800 1.18831 0.04548  -0.41
C: 1.81518 -0.26690 -0.49763  -0.23
N: 0.79404 -1.26992 0.06618  -0.38
C: 0.01391 -0.47459 0.98460  -0.15
C: -0.02080 0.76495 0.13282  -0.07
N: -1.45593 1.20856 0.07179  -0.58
C: -1.80701 -0.13602 -0.54405  -0.25
C: -0.74938 -1.17176 -0.05302  -0.10
H: 1.97785 1.46345 0.91824  0.20
H: 1.66627 1.93220 -0.69645  0.22
H: 1.73033 -0.15289 -1.60342  0.19
H: 2.78626 -0.68162 -0.24212  0.22
H: 0.02692 -0.55861 2.06856  0.22
H: -0.05282 0.49358 -0.92817  0.19
H: -1.84106 1.22185 1.02323  0.34
H: -2.79777 -0.44450 -0.26728  0.21
H: -1.82204 -0.06987 -1.66734  0.19
H: -1.12021 -2.19795 0.01962  0.21

Cartesian forces (eV/Å) of the 3 atoms listed first:
C 0.6346 -0.5174 -0.1384
C -0.8952 0.3547 -0.9381
N 0.8169 0.1331 -0.3079

=====

Entry 9:
The following is a quantum chemistry calculation of C6H10N2 in the gas phase, from the Open Molecules 2025 dataset.

Its LUMO energy is 0.923 eV. The energy above the lowest of the compared OMol25 structures with the same formula, charge and spin comes out at 6.841 eV. For the highest occupied orbital energy, the calculation gives -8.551 eV.

Last column: natural (NBO) charge in e.
Geometry (Å):
C: -0.64858 -1.34222 -0.43948  -0.40
C: 0.36613 -1.35020 0.64881  -0.41
C: 0.58383 0.07557 1.19448  -0.11
N: 1.49140 1.28733 1.52889  -0.54
C: 0.83633 1.14811 0.24809  -0.09
C: -0.54496 1.13939 -0.52751  -0.08
N: -0.90568 1.04728 -2.00787  -0.59
C: -0.30971 -0.06954 -1.27368  -0.10
H: -1.62353 -1.33603 0.18424  0.20
H: -0.48622 -2.29298 -0.92064  0.22
H: 0.29420 -2.04318 1.50104  0.23
H: 1.24561 -1.77961 0.11161  0.20
H: -0.36855 0.38770 1.60150  0.16
H: 0.90711 1.85836 2.28370  0.35
H: 1.72315 1.04357 -0.49791  0.20
H: -1.37810 1.37480 0.13524  0.20
H: -1.90207 1.10365 -2.16703  0.37
H: 0.71963 -0.25199 -1.60349  0.20

Cartesian forces (eV/Å) of the 3 atoms listed first:
C -3.0653 0.5293 0.9007
C 4.7049 -0.3697 1.3271
C -0.6853 0.5869 -0.3823

=====

Entry 10:
The following is a quantum chemistry calculation of a molecular structure, C6H10N2, from the Open Molecules 2025 dataset.

Its LUMO energy is 0.995 eV. The energy above the lowest of the compared OMol25 structures with the same formula, charge and spin comes out at 7.044 eV. For the highest occupied orbital energy, the calculation gives -8.008 eV.

Last column: natural (NBO) charge in e.
Geometry (Å):
C: 2.00343 -0.65770 -0.04598  -0.45
C: 0.10166 0.62456 1.08012  -0.07
C: -0.40914 1.60989 -0.01946  -0.38
C: 0.00474 0.48179 -0.97248  -0.13
C: -0.90246 -0.49462 -0.78962  -0.13
C: -1.00312 -0.55253 0.78312  -0.12
H: 1.41930 -1.55764 -0.40176  0.18
H: 2.85170 -0.37179 -0.76621  0.21
H: 2.51110 -1.10346 0.97723  0.21
H: 0.57898 0.60154 2.12690  0.23
H: -1.56689 1.73172 -0.05091  0.25
H: 0.37927 2.25002 -0.13930  0.24
H: 0.47847 0.79612 -1.80983  0.22
H: -1.09532 -1.31296 -1.33573  0.21
H: -2.77528 -0.89002 0.06770  0.35
H: -1.49352 -1.49704 1.35895  0.22
N: 1.06058 0.47843 0.00259  -0.43
N: -2.14349 -0.13630 -0.06534  -0.61

Cartesian forces (eV/Å) of the 3 atoms listed first:
C 0.9894 -1.8619 0.6772
C -0.7536 -1.8059 -0.1129
C -5.5787 0.2737 1.0245

=====

Entry 11:
The following is a quantum chemistry calculation of 2 unconnected molecules or ions with the total composition C6H10N2, from the Open Molecules 2025 dataset.

Its LUMO energy is 0.590 eV. The energy above the lowest of the compared OMol25 structures with the same formula, charge and spin comes out at 3.291 eV. For the highest occupied orbital energy, the calculation gives -7.832 eV.

Last column: natural (NBO) charge in e.
Geometry (Å):
C: 1.46514 -1.26789 0.49216  -0.32
C: 0.21815 -1.07049 0.00643  -0.10
C: -0.34409 -1.89862 -1.12416  -0.63
C: -0.84482 -0.68373 0.96150  0.26
N: -1.93009 -0.73394 1.39108  -0.35
H: 2.29341 -1.62412 -0.10319  0.20
H: 1.80570 -0.80198 1.40484  0.21
H: 0.45124 -2.26754 -1.77096  0.22
H: -0.85822 -2.77093 -0.71857  0.24
H: -1.11576 -1.37703 -1.69026  0.22
C: 0.06787 1.49132 1.29518  -0.53
C: 0.29591 1.67088 -0.06323  0.01
N: -0.71486 2.16005 -0.88621  -0.81
H: 0.88434 1.53282 1.99845  0.21
H: -0.89165 1.65816 1.76312  0.22
H: 1.28289 1.99723 -0.36771  0.20
H: -0.46334 2.28863 -1.85462  0.38
H: -1.60182 1.69719 -0.73384  0.38

Cartesian forces (eV/Å) of the 3 atoms listed first:
C -0.3226 1.3699 -0.8337
C 0.4996 -2.4486 2.0648
C -0.0697 0.1732 -0.3327

=====

Entry 12:
The following is a quantum chemistry calculation of a molecular structure, C6H10N2, from the Open Molecules 2025 dataset.

Its LUMO energy is 1.031 eV. The energy above the lowest of the compared OMol25 structures with the same formula, charge and spin comes out at 8.398 eV. For the highest occupied orbital energy, the calculation gives -8.451 eV.

Last column: natural (NBO) charge in e.
Geometry (Å):
C: -1.59530 -1.14246 0.25051  -0.43
C: -1.95057 0.30398 0.21508  -0.23
C: 0.29326 1.63359 0.14843  -0.18
C: 1.44206 0.57117 -0.16209  -0.13
C: 0.87817 -0.62179 0.28071  -0.11
C: -0.41546 -0.74378 -0.53889  -0.07
H: -2.22450 -1.59496 -0.45093  0.20
H: -1.38736 -1.89093 1.08026  0.23
H: -2.86099 0.90549 0.05664  0.21
H: -1.73095 0.86973 1.21666  0.15
H: 0.07094 1.80939 1.18098  0.19
H: 0.52113 2.48233 -0.33731  0.20
H: 1.37207 0.21248 -1.15568  0.18
H: 2.81008 -1.16403 -0.63433  0.35
H: 0.74895 -0.43666 1.33244  0.19
H: -0.56157 -1.16681 -1.46339  0.21
N: -0.81793 0.63845 -0.54790  -0.42
N: 2.43640 -0.64278 0.26391  -0.55

Cartesian forces (eV/Å) of the 3 atoms listed first:
C -1.1565 -2.1563 0.8262
C -0.6016 4.4989 5.7870
C 0.4695 -5.5380 -0.7103

=====

Entry 13:
The following is a quantum chemistry calculation of C6H10N2 in the gas phase, from the Open Molecules 2025 dataset.

Its LUMO energy is 1.083 eV. The energy above the lowest of the compared OMol25 structures with the same formula, charge and spin comes out at 2.311 eV. For the highest occupied orbital energy, the calculation gives -7.954 eV.

Last column: natural (NBO) charge in e.
Geometry (Å):
C: 2.49107 -0.71764 0.18545  -0.64
C: 1.11955 -0.29875 -0.15405  0.21
N: 0.11318 -1.12082 -0.00595  -0.25
N: -1.05157 -0.52220 -0.44807  -0.26
C: -2.18621 -0.94798 0.25762  -0.41
C: -0.79510 0.96250 -0.47058  -0.08
C: -0.28150 1.59392 0.72037  -0.43
C: 0.67974 1.09268 -0.39370  -0.31
H: 2.83020 -0.19945 1.09799  0.22
H: 2.62623 -1.77970 0.28004  0.24
H: 3.20337 -0.40380 -0.64832  0.22
H: -2.27084 -2.02907 0.01999  0.21
H: -2.21093 -0.88836 1.39324  0.17
H: -3.08587 -0.39822 -0.14635  0.20
H: -1.36095 1.52934 -1.23878  0.22
H: -0.44514 2.67830 0.84277  0.23
H: -0.16951 1.05522 1.63856  0.22
H: 1.28690 1.82855 -0.93167  0.24

Cartesian forces (eV/Å) of the 3 atoms listed first:
C 1.6139 1.0869 -1.0986
C -1.6902 -1.2341 1.1883
N 1.7233 0.5437 -0.8289